No. 1
119
Properties=species:S:1:pos:R:3 method="wB97M-V/def2-TZVPD" mol_weight_g_mol=1159.77 homo_lumo_gap_ev="4.703 / 4.979" charge=+1 homo_energy_ev="-8.30 / -8.54" largest_force_ha_per_bohr=0.1122
Ir 0.564 0.161 0.503
C -2.076 -2.137 1.579
P -1.479 -0.435 1.953
C -2.750 0.534 1.062
N -3.981 0.090 1.193
C -4.972 0.740 0.538
C -6.302 0.320 0.683
C -7.302 1.003 0.033
C -7.001 2.088 -0.798
C -5.703 2.500 -0.984
C -4.663 1.847 -0.304
N -3.382 2.254 -0.454
C -2.442 1.627 0.229
P -0.731 2.090 -0.177
C -0.880 2.444 -1.966
C -0.431 3.806 0.537
C -0.144 3.646 2.024
C -1.640 4.713 0.335
C 0.818 4.354 -0.156
C -2.026 -0.292 3.768
C -0.970 -1.016 4.599
C -2.079 1.185 4.140
C -3.396 -0.916 4.006
H -3.156 -2.106 1.435
H -1.829 -2.824 2.387
H -1.577 -2.471 0.674
H -6.515 -0.521 1.324
H -8.332 0.706 0.164
H -7.803 2.608 -1.298
H -5.465 3.332 -1.628
H -1.647 3.193 -2.159
H -1.142 1.512 -2.458
H 0.085 2.771 -2.348
H -1.023 3.263 2.536
H 0.122 4.603 2.470
H 0.686 2.955 2.154
H -2.497 4.353 0.899
H -1.927 4.778 -0.711
H -1.403 5.716 0.688
H 1.620 3.614 -0.125
H 1.167 5.247 0.357
H 0.619 4.620 -1.191
H -0.008 -0.516 4.522
H -0.848 -2.047 4.271
H -1.270 -1.035 5.645
H -1.119 1.662 3.966
H -2.326 1.297 5.193
H -2.843 1.697 3.555
H -3.364 -2.000 3.956
H -4.123 -0.549 3.287
H -3.736 -0.641 5.002
C 2.399 0.503 -5.531
Sb 1.015 -0.117 -3.968
C 2.346 0.529 -2.395
C 1.542 -2.268 -3.843
C 2.897 -2.633 -3.369
C 4.001 -2.240 -4.125
C 5.288 -2.614 -3.796
C 5.500 -3.417 -2.688
C 4.420 -3.818 -1.929
C 3.115 -3.430 -2.234
C 2.046 -3.876 -1.314
Sb 1.721 -2.370 0.259
C 3.728 -2.482 1.026
C 0.973 -3.766 1.737
H 3.395 0.662 -5.134
H 2.038 1.439 -5.945
H 2.438 -0.224 -6.335
H 3.192 -0.149 -2.341
H 1.804 0.532 -1.442
H 2.695 1.534 -2.601
H 1.393 -2.625 -4.863
H 0.767 -2.695 -3.214
H 3.833 -1.629 -4.997
H 6.121 -2.295 -4.405
H 6.495 -3.738 -2.423
H 4.580 -4.475 -1.084
H 2.367 -4.757 -0.764
H 1.101 -4.097 -1.802
H 3.885 -3.468 1.452
H 3.874 -1.729 1.792
H 4.440 -2.325 0.223
H 1.745 -4.510 1.904
H 0.060 -4.265 1.424
H 0.794 -3.230 2.664
C -3.425 0.406 -3.510
C -2.798 -0.961 -3.314
S -2.159 -1.287 -1.608
O -0.744 -0.783 -1.533
C -1.952 -3.110 -1.895
C -3.241 -3.844 -1.589
H -4.144 0.364 -4.325
H -2.680 1.152 -3.768
H -3.956 0.730 -2.619
H -1.971 -1.130 -4.003
H -3.555 -1.730 -3.447
H -1.154 -3.427 -1.220
H -1.627 -3.266 -2.924
H -3.541 -3.669 -0.559
H -3.111 -4.915 -1.728
H -4.050 -3.528 -2.243
C 1.752 1.550 4.210
C 2.998 1.830 3.435
C 4.037 2.534 3.995
C 5.251 2.682 3.336
C 5.438 2.082 2.098
C 4.425 1.380 1.483
C 4.669 0.726 0.163
C 3.131 1.278 2.109
N 2.115 0.696 1.540
H 1.927 0.677 4.839
H 0.930 1.323 3.534
H 1.494 2.379 4.861
H 3.910 2.979 4.971
H 6.050 3.243 3.788
H 6.397 2.159 1.601
H 5.612 0.180 0.176
H 4.731 1.476 -0.624
H 3.857 0.045 -0.076

No. 2
132
Properties=species:S:1:pos:R:3 method="wB97M-V/def2-TZVPD" mol_weight_g_mol=1193.75 homo_lumo_gap_ev=7.299 charge=+1 homo_energy_ev=-10.50 largest_force_ha_per_bohr=0.1038
C 4.068 -6.845 -3.915
C 2.864 -5.739 -4.047
F 1.682 -6.431 -4.439
C 2.829 -4.635 -2.928
C 1.950 -4.727 -1.581
P 2.472 -6.456 -0.944
O 1.802 -7.715 -1.946
I 1.393 -7.271 1.123
N 2.369 -3.593 -0.602
C 3.125 -2.427 -1.140
C 3.399 -1.146 -0.252
C 4.859 -0.559 -0.699
O 2.354 -0.210 -0.548
C 2.477 1.070 0.065
C 2.254 1.110 1.653
C 0.759 1.090 2.148
C 0.371 1.178 3.666
C 1.482 1.270 4.744
C 2.952 1.295 4.241
C 3.359 1.207 2.728
C 1.246 -3.467 0.378
C 1.217 -2.499 1.653
C 2.036 -3.063 2.943
C 3.325 -3.940 2.603
C 3.922 -4.690 3.917
F 4.042 -6.101 3.625
F 3.089 -4.579 5.057
C 5.383 -4.201 4.340
F 6.305 -4.066 3.289
F 5.903 -5.204 5.225
F 5.257 -3.030 5.137
C -0.141 -3.556 -0.504
C -0.888 -2.176 -0.473
C -2.175 -2.115 0.428
C -3.052 -0.874 0.669
C -2.537 0.403 -0.106
C -1.267 0.158 -0.947
N -0.476 -0.993 -1.124
C 0.354 -4.375 -1.800
C -0.119 -3.447 -3.009
C 0.010 -3.964 -4.508
C -0.870 -2.933 -5.421
F -0.125 -2.574 -6.613
P -0.849 -5.888 -1.638
O -0.820 -6.837 -3.050
I -3.199 -5.083 -1.493
H 4.556 -6.712 -2.887
H 4.870 -6.705 -4.718
H 3.625 -7.911 -3.918
H 3.191 -5.195 -5.023
H 3.932 -4.612 -2.563
H 2.553 -3.659 -3.486
H 2.088 -8.570 -1.534
H 3.124 -4.127 -0.100
H 2.558 -2.033 -2.069
H 4.184 -2.801 -1.417
H 3.529 -1.344 0.884
H 5.668 -1.361 -0.731
H 4.732 -0.173 -1.783
H 5.141 0.361 -0.073
H 1.612 1.708 -0.368
H 3.420 1.673 -0.158
H -0.118 1.053 1.421
H -0.741 1.186 3.940
H 1.161 1.308 5.836
H 3.786 1.393 5.026
H 4.452 1.255 2.420
H 1.147 -4.468 0.960
H 0.116 -2.553 2.022
H 1.378 -1.392 1.455
H 2.319 -2.244 3.688
H 1.315 -3.761 3.522
H 3.034 -4.823 1.912
H 4.169 -3.306 2.127
H -0.773 -4.253 0.175
H -2.489 -3.070 0.996
H -3.962 -0.816 1.343
H -3.052 1.420 -0.040
H -0.907 1.092 -1.525
H -1.252 -3.221 -2.909
H 0.512 -2.475 -2.955
H 1.054 -3.931 -4.970
H -0.422 -4.993 -4.733
H -1.200 -2.006 -4.845
H -1.832 -3.441 -5.798
H -1.269 -7.688 -2.830
C -8.679 3.246 -1.269
O -8.669 3.277 0.147
C -8.398 2.012 0.739
C -7.409 2.141 1.895
O -6.071 2.463 1.509
C -5.841 3.782 1.003
C -6.046 4.902 2.021
O -7.428 5.105 2.282
C -7.710 5.414 3.633
H -9.623 2.828 -1.630
H -8.583 4.271 -1.629
H -7.834 2.670 -1.664
H -8.005 1.301 0.003
H -9.348 1.624 1.124
H -7.342 1.162 2.381
H -7.768 2.828 2.660
H -6.417 3.951 0.095
H -4.788 3.794 0.702
H -5.648 5.839 1.611
H -5.500 4.659 2.938
H -7.170 4.750 4.316
H -8.780 5.276 3.799
H -7.451 6.460 3.842
C 3.371 8.617 -1.576
O 2.584 8.041 -0.550
C 1.385 8.761 -0.284
C 0.196 7.818 -0.117
O -0.231 7.171 -1.318
C 0.636 6.175 -1.864
C 0.802 4.927 -1.000
O 1.619 5.197 0.133
C 1.197 4.528 1.306
H 3.925 9.477 -1.188
H 4.082 7.863 -1.920
H 2.758 8.916 -2.433
H 1.167 9.483 -1.079
H 1.539 9.311 0.652
H -0.658 8.421 0.206
H 0.364 7.091 0.677
H 1.598 6.608 -2.137
H 0.164 5.868 -2.804
H 1.303 4.145 -1.586
H -0.186 4.564 -0.699
H 0.113 4.611 1.445
H 1.687 4.997 2.162
H 1.491 3.472 1.264

Which value of charge does entry 2 give? +1